1) {
  "formula": "C3H4N2",
  "method": "ωB97M-V/def2-TZVPD",
  "gap_ev": 9.4,
  "smiles": "C=C=N.C#N",
  "species": ["C", "C", "N", "H", "H", "H", "C", "N", "H"],
  "xyz": [[-0.7802, -1.2538, -0.2271], [-0.9217, -0.1012, 0.4739], [-0.7631, 0.7627, 1.2845], [-1.0430, -1.2942, -1.2418], [-0.5157, -2.2575, 0.1347], [-1.4068, 0.9300, 2.0514], [1.8272, 1.1263, -0.8539], [1.0723, 0.4450, -1.3386], [2.5309, 1.6427, -0.2831]]
}

2) {
  "formula": "C3H4N2",
  "method": "ωB97M-V/def2-TZVPD",
  "gap_ev": [8.5, 8.6],
  "species": ["C", "C", "C", "N", "N", "H", "H", "H", "H"],
  "xyz": [[2.1298, 1.6383, 1.1458], [0.3634, -0.0181, -0.6405], [-0.3923, 0.3475, 0.5869], [3.0274, 1.8235, 1.8336], [0.3415, 1.3028, -0.0937], [1.2994, -0.6570, -0.7454], [-0.2620, -0.1053, -1.5203], [-1.4730, 0.3668, 0.2462], [-0.0325, -0.0292, 1.5159]]
}

Which structure is most stable, and how do the rest compare? From most to least stable: 1), 2).

1) {
  "formula": "C3H3NO4",
  "method": "ωB97M-V/def2-TZVPD",
  "gap_ev": 6.9,
  "species": ["C", "C", "C", "H", "H", "H", "N", "O", "O", "O", "O"],
  "xyz": [[-0.4970, -0.3094, -1.0426], [0.5463, -0.5520, 0.7064], [-0.1257, 0.6659, 0.7028], [-0.8702, -1.1673, -2.7205], [0.7111, -2.3394, 1.5180], [-0.0402, 2.5876, 0.8893], [0.2581, -1.1251, -0.4563], [-0.9007, -0.3100, -2.3491], [1.5091, -1.0496, 1.3921], [0.0996, 1.7724, 1.5296], [-0.8516, 0.8332, -0.4092]]
}

2) {
  "formula": "C3H3NO4",
  "method": "ωB97M-V/def2-TZVPD",
  "gap_ev": 9.5,
  "smiles": "O=C1CO/C(=N\\O)O1",
  "species": ["O", "C", "C", "O", "C", "N", "O", "O", "H", "H", "H"],
  "xyz": [[1.3002, 0.8450, -2.2192], [0.7628, 0.8463, -1.0747], [1.4834, 0.4879, 0.1284], [0.5590, -0.2732, 0.8716], [-0.6131, -0.0750, 0.2747], [-1.6444, -0.7307, 0.6360], [-1.3818, -1.5527, 1.8402], [-0.6787, 0.6317, -0.9088], [1.6512, 1.3604, 0.5372], [2.3690, -0.1683, -0.1028], [-0.6976, -0.8389, 2.4728]]
}

3) {
  "formula": "C3H3NO4",
  "method": "ωB97M-V/def2-TZVPD",
  "gap_ev": 8.6,
  "species": ["C", "C", "C", "H", "H", "H", "N", "O", "O", "O", "O"],
  "xyz": [[0.8171, -0.5620, -0.0771], [-1.4292, -0.1037, 0.0471], [0.5021, 0.7317, -0.0806], [2.7813, -1.7143, -0.6755], [2.1674, -1.6697, 1.0804], [2.2894, 1.0774, 0.5914], [1.9585, -1.3475, 0.1691], [-0.5519, -1.1782, -0.2861], [-2.6158, -0.2359, 0.0925], [-0.7930, 1.0349, 0.1401], [1.4247, 1.7971, -0.1360]]
}

Which structure is most stable, and how do the rest compare? From most to least stable: 3), 2), 1).

1) {
  "formula": "C4H8N2",
  "method": "ωB97M-V/def2-TZVPD",
  "gap_ev": 9.6,
  "smiles": "C=C=NN(C)C",
  "species": ["C", "C", "N", "N", "C", "C", "H", "H", "H", "H", "H", "H", "H", "H"],
  "xyz": [[1.8949, -0.9882, -2.0331], [1.3247, -0.4074, -1.0078], [0.9082, 0.1858, -0.0129], [-0.5112, 0.3699, 0.1131], [-0.7020, 1.5763, 0.9064], [-1.0827, -0.7930, 0.7804], [2.1490, -0.3941, -2.9040], [2.1236, -2.0478, -2.0358], [-1.7774, 1.7506, 1.0088], [-0.2605, 2.4234, 0.3755], [-0.2444, 1.5070, 1.9072], [-0.6429, -0.9730, 1.7767], [-0.9332, -1.6811, 0.1608], [-2.1587, -0.6266, 0.8920]]
}

2) {
  "formula": "C4H8N2",
  "method": "ωB97M-V/def2-TZVPD",
  "gap_ev": 10.6,
  "smiles": "CCNCC#N",
  "species": ["C", "C", "N", "C", "C", "N", "H", "H", "H", "H", "H", "H", "H", "H"],
  "xyz": [[2.0580, 0.1612, 0.1451], [0.5817, 0.3517, 0.4870], [-0.1573, -0.4941, -0.4573], [-1.4872, -0.0927, -0.8285], [-2.4557, -0.1409, 0.3050], [-2.9744, -0.2832, 1.3311], [2.1785, 0.3597, -0.9265], [2.3429, -0.8840, 0.3219], [2.7337, 0.8004, 0.7232], [0.3753, 0.1154, 1.5478], [0.2736, 1.3977, 0.3480], [-0.1892, -1.4453, -0.1066], [-1.8227, -0.7585, -1.6297], [-1.4572, 0.9125, -1.2605]]
}

Which structure is most stable, and how do the rest compare? From most to least stable: 2), 1).

1) {
  "formula": "C4H8N2",
  "method": "ωB97M-V/def2-TZVPD",
  "gap_ev": 11.2,
  "smiles": "CC(C)(N)C#N",
  "species": ["C", "C", "C", "N", "C", "N", "H", "H", "H", "H", "H", "H", "H", "H"],
  "xyz": [[-0.7824, 1.0808, -0.6367], [-0.0740, -0.0925, 0.0718], [1.4481, 0.0917, 0.1093], [-0.3769, -1.3304, -0.6493], [-0.5459, -0.2173, 1.4821], [-0.8962, -0.4475, 2.5615], [-1.7280, 1.3353, -0.1514], [-0.9868, 0.7976, -1.6730], [-0.1576, 1.9781, -0.6467], [1.8486, -0.0171, -0.9024], [1.9109, -0.6612, 0.7557], [1.7088, 1.0800, 0.4992], [0.0149, -2.1224, -0.1453], [-1.3836, -1.4749, -0.6748]]
}

2) {
  "formula": "C4H8N2",
  "method": "ωB97M-V/def2-TZVPD",
  "gap_ev": 10.1,
  "smiles": "C=NN=C(C)C",
  "species": ["C", "N", "N", "C", "C", "C", "H", "H", "H", "H", "H", "H", "H", "H"],
  "xyz": [[-2.8031, -0.3064, -0.0102], [-1.6757, 0.2669, -0.0204], [-0.6193, -0.6573, -0.0082], [0.5435, -0.1094, -0.0205], [1.7296, -1.0334, -0.0082], [0.7918, 1.3927, -0.0073], [-3.6865, 0.3157, 0.0074], [-2.9118, -1.4018, 0.0431], [2.3706, -0.8174, -0.8765], [2.3204, -0.8879, 0.9131], [1.3810, -2.0657, -0.0567], [1.8695, 1.5983, -0.2511], [0.1121, 1.9158, -0.7285], [0.5779, 1.7899, 1.0241]]
}

Which structure is most stable, and how do the rest compare? From most to least stable: 1), 2).

1) {
  "formula": "C4H8N2",
  "method": "ωB97M-V/def2-TZVPD",
  "gap_ev": 10.8,
  "smiles": "C1N[C@H]1[C@H]1CN1",
  "species": ["C", "N", "C", "C", "C", "N", "H", "H", "H", "H", "H", "H", "H", "H"],
  "xyz": [[1.7497, 0.1617, -0.7395], [1.8476, -0.0112, 0.7077], [0.6344, -0.4473, 0.0199], [-0.5901, 0.3458, 0.3315], [-1.8791, 0.1276, -0.3632], [-1.6769, -0.3572, 1.0036], [2.3436, -0.4808, -1.3848], [1.6722, 1.1946, -1.0779], [2.4406, -0.8018, 0.9395], [0.4562, -1.5166, -0.0976], [-0.3564, 1.3627, 0.6502], [-1.9733, -0.6538, -1.1168], [-2.5218, 0.9907, -0.5347], [-2.1365, 0.2442, 1.6814]]
}

2) {
  "formula": "C4H8N2",
  "method": "ωB97M-V/def2-TZVPD",
  "gap_ev": 9.5,
  "species": ["C", "N", "C", "C", "C", "N", "H", "H", "H", "H", "H", "H", "H", "H"],
  "xyz": [[1.5502, 0.5072, -0.1035], [1.3777, -0.9347, 0.2619], [0.6358, -1.0573, -0.9482], [0.8042, 0.2011, -1.3812], [-2.1068, 0.1046, 0.5884], [-1.2962, 0.2666, 1.5526], [2.6060, 0.7818, -0.2033], [1.0497, 1.1832, 0.6002], [0.8045, -1.0540, 1.0975], [0.1891, -1.9783, -1.3175], [0.6339, 0.7318, -2.3093], [-2.2122, -0.8887, 0.1481], [-2.7321, 0.8949, 0.1563], [-1.3037, 1.2420, 1.8580]]
}

3) {
  "formula": "C4H8N2",
  "method": "ωB97M-V/def2-TZVPD",
  "gap_ev": [8.6, 8.6],
  "species": ["C", "N", "C", "C", "C", "N", "H", "H", "H", "H", "H", "H", "H", "H"],
  "xyz": [[-0.5200, 1.3375, 0.3865], [-0.2079, -0.0614, 0.2364], [-1.2266, -0.8926, 0.8358], [1.2850, -0.4328, -1.6735], [2.0070, -0.4321, -0.4830], [2.3912, -0.3898, 0.6180], [-1.5251, 1.6401, 0.0610], [0.2290, 1.9520, -0.1188], [-0.4622, 1.5808, 1.4640], [-1.1828, -0.6941, 1.9267], [-1.0002, -1.9527, 0.6980], [-2.2650, -0.6943, 0.5402], [1.3825, 0.4294, -2.3357], [1.0951, -1.3899, -2.1556]]
}

4) {
  "formula": "C4H8N2",
  "method": "ωB97M-V/def2-TZVPD",
  "gap_ev": 10.1,
  "smiles": "C1N[C@H]1[C@H]1CN1",
  "species": ["C", "N", "C", "C", "C", "N", "H", "H", "H", "H", "H", "H", "H", "H"],
  "xyz": [[-0.9479, -1.5253, 0.7904], [-1.5180, -0.4719, -0.0175], [-0.0620, -0.9279, -0.2294], [0.9796, 0.1602, -0.1847], [0.4621, 1.3855, -0.8306], [0.6279, 1.3120, 0.6266], [-1.3888, -2.4849, 0.5375], [-0.7862, -1.3358, 1.8448], [-1.5756, 0.3622, 0.5914], [0.1652, -1.5377, -1.1187], [2.0365, -0.0635, -0.3753], [-0.5658, 1.3017, -1.1710], [1.1105, 2.0307, -1.4125], [1.4592, 1.8223, 0.9078]]
}

Which structure is most stable, and how do the rest compare? From most to least stable: 1), 4), 2), 3).

1) {
  "formula": "C4H8N2",
  "method": "ωB97M-V/def2-TZVPD",
  "gap_ev": 8.0,
  "smiles": "C=C/C(N)=C\\N",
  "species": ["C", "C", "C", "N", "C", "N", "H", "H", "H", "H", "H", "H", "H", "H"],
  "xyz": [[-1.8680, 0.0334, -0.2560], [-0.9083, 0.8567, 0.2134], [0.4793, 0.5495, 0.0251], [1.3794, 1.6309, 0.0748], [0.8930, -0.7297, -0.2302], [0.2748, -1.9176, 0.1600], [-1.7258, -0.6670, -1.0611], [-2.9042, 0.1797, 0.0138], [-1.1492, 1.7579, 0.7655], [1.0638, 2.4502, -0.4264], [2.3302, 1.3835, -0.1593], [1.9445, -0.8708, -0.4652], [0.4635, -2.8931, 0.3410], [-0.2729, -1.7636, 1.0047]]
}

2) {
  "formula": "C4H8N2",
  "method": "ωB97M-V/def2-TZVPD",
  "gap_ev": 10.1,
  "smiles": "CC1(C)N=C1N",
  "species": ["C", "C", "C", "N", "C", "N", "H", "H", "H", "H", "H", "H", "H", "H"],
  "xyz": [[-0.7010, 1.3902, -0.5582], [0.1025, 0.3708, 0.2165], [1.6048, 0.4000, 0.0475], [-0.4516, -0.1580, 1.5940], [-0.5011, -0.8702, 0.5631], [-0.8602, -2.1115, 0.0339], [-1.7694, 1.1490, -0.5345], [-0.3829, 1.3573, -1.6077], [-0.5640, 2.4134, -0.1944], [1.8491, 0.3917, -1.0213], [2.0602, -0.4915, 0.4926], [2.0633, 1.2864, 0.4960], [-0.4940, -2.8666, 0.6053], [-1.8747, -2.1635, -0.0026]]
}

Which structure is most stable, and how do the rest compare? From most to least stable: 2), 1).